Density functional theory data (ωB97M-V/def2-TZVPD) for a 7-piece molecular cluster, C8H32N2O7 overall in a non-equilibrium geometry.

XYZ file:
```
49
Properties=species:S:1:pos:R:3:forces:R:3
C -3.196 -1.052 -0.354 -0.01 0.99 -0.75
O -4.332 -0.415 -0.981 0.55 -0.89 1.27
C -4.061 0.918 -1.318 0.93 -0.42 -0.03
C -5.312 1.627 -1.759 -0.37 -0.78 -0.90
C -5.846 0.915 -3.007 0.75 0.15 -0.97
N -4.827 2.944 -2.137 -0.73 1.31 0.69
H -3.423 -2.044 -0.003 -0.44 -0.27 -0.14
H -2.814 -0.479 0.487 -0.27 0.28 0.37
H -2.350 -1.086 -1.050 -0.11 -0.22 -0.25
H -3.661 1.500 -0.454 0.16 -0.46 -0.35
H -3.312 0.882 -2.153 -0.39 0.54 0.53
H -6.046 1.528 -0.930 0.22 0.51 -0.34
H -5.075 1.030 -3.806 -0.38 -0.10 0.51
H -6.785 1.212 -3.489 0.01 0.46 0.64
H -5.928 -0.136 -2.807 -0.07 -0.56 0.16
H -4.565 3.479 -1.294 -0.15 -0.32 -0.62
H -5.573 3.484 -2.588 0.35 -0.24 0.18
C 6.191 -1.104 1.714 -0.77 0.17 0.66
O 5.353 -0.159 2.469 0.99 -1.57 -0.97
C 4.096 -0.050 1.828 0.82 -0.19 -2.08
C 3.106 0.471 2.797 -0.30 -1.27 0.43
C 2.752 -0.745 3.708 0.73 0.55 -0.29
N 1.942 0.895 2.016 -0.28 0.70 0.46
H 6.385 -0.796 0.681 -0.20 0.27 0.15
H 5.680 -2.065 1.707 -0.18 -0.11 -0.21
H 7.142 -1.306 2.199 0.00 0.61 0.36
H 4.265 0.666 0.969 -0.54 -0.64 0.47
H 3.683 -1.027 1.424 0.78 0.78 0.21
H 3.692 1.244 3.294 -0.68 0.39 0.63
H 2.302 -0.459 4.641 -0.23 0.26 0.47
H 3.737 -1.217 3.946 -1.01 -0.03 -0.17
H 2.032 -1.420 3.200 0.70 0.22 0.10
H 1.213 1.253 2.629 -0.05 -0.33 0.20
H 2.198 1.733 1.510 0.13 0.05 -0.48
O 2.747 0.993 -2.738 -0.50 -0.08 -0.22
H 3.362 1.109 -2.016 0.06 0.20 0.28
H 1.888 1.374 -2.465 0.37 -0.25 0.03
O 0.898 -1.442 -2.222 0.13 -0.57 0.90
H 0.730 -1.452 -1.236 0.51 -0.22 -0.91
H 1.818 -1.156 -2.336 -0.16 0.02 0.02
O -0.292 -3.419 1.988 -0.06 0.28 0.23
H 0.174 -3.898 1.299 0.02 0.05 -0.09
H -0.239 -2.483 1.727 0.00 -0.38 -0.18
O -0.080 0.841 -1.966 -0.12 0.44 0.18
H 0.192 -0.059 -2.294 -0.22 0.32 -0.05
H -0.864 1.119 -2.446 -0.01 0.00 -0.06
O 0.276 -0.998 0.525 0.71 0.79 0.40
H 0.954 -0.442 1.015 -0.43 -0.49 -0.33
H -0.227 -0.305 0.076 -0.25 0.05 -0.14
```
Positions in Å, forces in eV/Å.

Output
energy	-960.1483	a.u.
energy relative to the best compared isomer or geometry (same formula, charge and spin)	0.568	eV
total charge	0
SMILES string	COC[C@H](C)N.COC[C@H](C)N.O.O.O.O.O

Atom charges from the Mulliken analysis, given in e for atoms 1 to 5: -0.69, -0.39, -0.39, 0.45, -1.40